DFT (ωB97M-V/def2-TZVPD) results for a molecular structure, C49H61BrN4OPbSiTe at a distorted geometry.

Results
energy above the lowest of the compared OMol25 structures with the same formula, charge and spin: 55.2 kcal/mol
gap between HOMO and LUMO: 7.13 eV
maximum force: 3.527 eV/Å
HOMO: -0.266 Ha

```
! wB97M-V def2-TZVPD RIJCOSX def2/J DEFGRID3
* xyz 0 1
Pb -0.43665 -0.99843 -0.86088
C -2.46626 -1.58781 4.46555
C -2.94822 -0.21866 5.12592
C -2.82319 -0.20740 6.62697
C -4.46577 -0.10843 4.75455
C -2.15532 0.83607 4.41593
C -0.73509 0.88629 4.59008
C -0.04685 1.79018 3.84931
Br 1.85870 1.82912 4.05651
C -0.61048 2.61031 2.90726
O 0.18235 3.38219 2.09269
C -1.94562 2.57001 2.70269
C -2.73049 1.76440 3.55524
C -2.63654 3.47638 1.61525
C -2.18558 2.87391 0.21013
C -4.15831 3.26626 1.59755
C -2.19532 4.92550 1.54212
H -2.99351 -2.37012 4.98203
H -1.39922 -1.61180 4.69209
H -2.74265 -1.43725 3.46617
H -3.17441 -1.14225 7.04800
H -3.34265 0.65878 7.06187
H -1.83218 -0.06115 7.05746
H -5.00446 -0.92587 5.19628
H -4.63521 -0.16161 3.69701
H -4.87871 0.81175 5.22697
H -0.29995 0.24524 5.31205
H -3.82510 1.71199 3.45801
H -2.66813 1.90507 0.24727
H -1.06697 2.79246 0.17680
H -2.64515 3.42755 -0.55708
H -4.45469 2.22250 1.61907
H -4.54931 3.79710 0.73091
H -4.60782 3.72215 2.51548
H -1.16892 4.95540 1.27006
H -2.19326 5.51018 2.50323
H -2.91517 5.49917 0.89004
C 0.92163 -1.57593 -2.62575
Si 2.35610 -2.09621 -1.70183
C 1.79133 -2.63815 0.10068
N 0.38762 -3.13246 0.12529
C -0.26471 -3.12601 1.44781
C -1.72008 -2.62442 1.39073
C -2.37083 -4.06081 -0.65698
C -1.14210 -4.96990 -0.54668
C 0.23684 -4.40245 -0.66046
C 3.46234 -0.56614 -1.42191
C 4.21672 -0.49409 -0.20873
C 4.95417 0.66514 0.04140
C 4.99279 1.69455 -0.87403
C 4.29409 1.58929 -2.06967
C 3.47662 0.47316 -2.32266
C 3.34955 -3.42180 -2.50279
C 3.99958 -4.48195 -1.79637
C 4.75297 -5.40663 -2.52430
C 4.97819 -5.14540 -3.87929
C 4.27923 -4.18967 -4.53950
C 3.43249 -3.36331 -3.86406
H 0.49137 -2.41006 -3.24775
H 1.04997 -0.70991 -3.25094
H 1.94357 -1.84535 0.82317
H 2.47352 -3.42771 0.47559
H 0.34526 -2.48393 2.14978
H -0.16886 -4.09028 1.99343
H -1.64738 -1.53897 1.44667
H -2.31181 -2.96135 2.22063
H -2.89345 -2.41014 -1.74255
H -3.20776 -4.53302 -1.18276
H -1.23082 -5.73577 -1.25938
H -1.25446 -5.56563 0.38307
H 0.53718 -4.23470 -1.69916
H 1.00697 -5.09591 -0.31445
H 4.26309 -1.40324 0.40036
H 5.66762 0.71014 0.95399
H 5.64561 2.53975 -0.68223
H 4.33343 2.40312 -2.77986
H 2.88383 0.34543 -3.19057
H 3.82517 -4.58750 -0.70121
H 5.30288 -6.24509 -2.01028
H 5.49364 -5.91005 -4.42657
H 4.47982 -4.17603 -5.62566
H 2.79231 -2.69744 -4.45635
N -2.09217 -2.68500 -1.20591
C -2.67000 -3.00163 0.28725
C -4.03964 -2.46789 0.54771
C -5.00928 -2.74063 -0.44680
N -5.76634 -3.00456 -1.29669
C -4.02792 -1.07140 0.92786
N -3.78574 -0.03637 1.37271
C -2.16803 0.21880 -4.88136
Te -2.00902 1.21723 -2.95845
C 0.04925 1.88576 -3.80014
C 0.25835 1.00422 -5.01292
C 1.47496 1.01920 -5.71484
C 1.59708 0.23152 -6.84751
C 0.63483 -0.60183 -7.30906
C -0.56712 -0.68709 -6.63018
C -0.75371 0.17986 -5.50103
H -2.79101 0.80489 -5.53567
H -2.58036 -0.78492 -4.87909
H 0.66793 1.76927 -2.93010
H -0.04651 2.93446 -3.87567
H 2.29720 1.68862 -5.48246
H 2.51524 0.31946 -7.41876
H 0.73587 -1.23579 -8.14696
H -1.37218 -1.36936 -6.93834
C 3.16540 4.19464 1.51998
C 1.97989 5.12030 1.78721
C 2.50527 6.28952 2.55496
C 0.86323 4.53981 2.68919
H 4.02815 4.88635 1.19138
H 3.01066 3.46819 0.75098
H 3.48854 3.70096 2.45395
H 1.59035 5.40584 0.84864
H 3.10289 6.03222 3.49175
H 1.81295 7.05619 2.80065
H 3.27030 6.77788 1.96169
H 0.12216 5.35788 2.86076
H 1.19937 4.28107 3.73682
*
```

DFT (ωB97M-V/def2-TZVPD) results for a single CH4NOPS molecule at a distorted geometry.

Results
SMILES: O=C(P)NS
energy above the lowest of the compared OMol25 structures with the same formula, charge and spin: 19.6 kcal/mol
gap between HOMO and LUMO: 9.57 eV
maximum force: 3.348 eV/Å
HOMO: -0.335 Ha

```
! wB97M-V def2-TZVPD RIJCOSX def2/J DEFGRID3
* xyz 0 1
O -0.04226 1.57081 1.28465
C 0.06930 0.67134 0.51425
P -1.56462 -0.67772 0.20270
N 1.04495 0.36487 -0.34476
S 2.65360 1.10267 -0.42154
H -1.23725 -1.65885 1.08124
H -2.32509 0.28161 0.98568
H 1.05876 -0.27021 -1.10402
H 2.61557 1.58264 -1.74327
*
```

DFT (ωB97M-V/def2-TZVPD) results for 2 unconnected molecules or ions with the total composition C5H10N3 at a distorted geometry.

Results
energy above the lowest of the compared OMol25 structures with the same formula, charge and spin: 124.7 kcal/mol
gap between HOMO and LUMO: 8.38 eV
maximum force: 5.409 eV/Å
HOMO: -0.480 Ha

```
! wB97M-V def2-TZVPD RIJCOSX def2/J DEFGRID3
* xyz 1 1
C -1.96136 0.85566 -0.19272
C -1.30448 2.04268 -0.20668
C 0.86809 -0.58249 -1.13724
C -2.43373 -1.51832 -0.41238
C 1.62415 -0.83430 1.12866
N -2.10973 -0.33375 -0.23746
N 0.02060 2.10854 -0.07655
N 1.22819 -0.12166 0.00637
H -1.75178 2.98331 -0.50745
H 1.30382 -1.58537 -1.43596
H 0.18953 -0.12844 -1.76735
H -3.38228 -1.52862 -0.90152
H -1.73777 -2.39733 -0.26134
H 1.78722 -1.92638 0.84280
H 2.50725 -0.47680 1.48427
H 0.80673 -0.70412 1.74606
H 0.39838 3.03257 0.11180
H 0.57793 1.30394 0.10076
*
```

DFT (ωB97M-V/def2-TZVPD) results for a molecular structure, C24H24N5Pd.

Results
gap between HOMO and LUMO: 3.78 eV
maximum force: 0.398 eV/Å
HOMO: -0.606 Ha

```
! wB97M-V def2-TZVPD RIJCOSX def2/J DEFGRID3
* xyz 3 1
Pd -0.00073 0.01587 0.10063
C -1.01301 -1.80770 4.12741
C -0.73153 -0.87886 3.12713
N -0.45191 -1.17114 1.85236
C -0.41731 -2.49019 1.53694
C -0.67529 -3.49482 2.48783
C -0.99551 -3.13486 3.81131
C -0.56410 -4.85235 2.11985
C -0.13096 -5.23436 0.85489
C 0.13325 -4.26923 -0.08041
C -0.09539 -2.88074 0.17897
N -0.01241 -1.87286 -0.69493
C 0.08798 -1.91057 -2.04277
C -0.12062 -3.03023 -2.89363
C 0.15672 -2.98116 -4.24094
C 0.58045 -1.78923 -4.80536
C 0.66656 -0.60297 -4.04269
C 0.96143 0.63248 -4.65220
C 0.94134 1.75818 -3.87944
C 0.65395 1.62872 -2.52153
N 0.41089 0.47609 -1.89659
C 0.40188 -0.64676 -2.66290
H -1.22936 -1.45922 5.12761
H -0.73907 0.15633 3.39411
H -1.20348 -3.90057 4.54936
H -0.76076 -5.60982 2.87210
H 0.03272 -6.27772 0.62275
H 0.59102 -4.59388 -0.99591
H -0.57717 -3.93064 -2.52714
H 0.00758 -3.85743 -4.85648
H 0.78922 -1.73908 -5.86895
H 1.17384 0.67688 -5.71397
H 1.13176 2.73961 -4.29078
H 0.62333 2.52018 -1.92533
C 1.35771 2.56620 0.52405
C 1.29759 4.08498 0.91301
N 0.03083 4.39489 1.54103
C -1.07737 4.19115 0.63087
C -1.10380 2.70596 0.12712
N 0.01486 1.94083 0.78177
C -0.21593 2.05736 2.24626
C -0.14174 3.55379 2.70014
H 2.08959 2.01503 1.11284
H 1.62432 2.45622 -0.51663
H 1.42072 4.70324 0.02503
H 2.10558 4.31717 1.60393
H -0.98023 4.86590 -0.21772
H -2.00609 4.42613 1.14703
H -0.98430 2.67579 -0.94612
H -2.03573 2.19940 0.37300
H 0.55300 1.46956 2.74435
H -1.21103 1.66222 2.43620
H 0.69435 3.69753 3.38241
H -1.05764 3.82869 3.22014
*
```